[1]
C42H111N9O10 | ωB97M-V/def2-TZVPD

Geometry (Å):
C 0.590 0.549 -6.184
C 1.680 0.917 -5.157
C 2.567 2.075 -5.676
C 1.053 1.488 -3.868
C 0.488 0.429 -2.927
C 1.628 -0.539 -2.593
C 2.282 -1.228 -3.790
C 3.576 -1.851 -3.256
C 1.308 -2.312 -4.301
N 2.538 -0.236 -4.822
O 3.186 -0.811 -5.971
H 1.071 0.088 -7.047
H -0.102 -0.141 -5.706
H 0.110 1.457 -6.552
H 1.971 2.978 -5.780
H 3.380 2.240 -4.959
H 3.131 1.801 -6.576
H 1.704 2.140 -3.285
H 0.243 2.151 -4.208
H 0.245 0.942 -1.983
H -0.459 -0.048 -3.194
H 1.151 -1.295 -1.941
H 2.369 -0.071 -1.934
H 4.242 -1.015 -3.017
H 4.088 -2.493 -3.976
H 3.366 -2.409 -2.348
H 1.339 -3.166 -3.612
H 1.641 -2.685 -5.267
H 0.291 -1.930 -4.317
H 4.118 -0.633 -5.790
C 5.695 5.974 -1.162
O 4.334 6.104 -1.385
C 3.536 5.130 -0.783
C 3.328 5.446 0.686
C 2.338 4.543 1.383
N 2.831 6.875 0.826
H 6.201 6.736 -1.742
H 6.051 4.986 -1.488
H 5.962 6.051 -0.102
H 2.575 5.207 -1.296
H 3.951 4.122 -0.915
H 4.291 5.484 1.203
H 2.557 3.485 1.185
H 1.301 4.704 1.098
H 2.504 4.590 2.460
H 3.194 7.340 -0.023
H 1.825 6.866 0.631
C -3.768 0.641 -3.119
O -3.733 1.699 -4.073
C -2.589 1.676 -4.958
C -2.887 2.444 -6.218
C -3.164 1.571 -7.458
N -1.614 3.213 -6.553
H -4.748 0.171 -3.120
H -3.526 1.123 -2.165
H -2.976 -0.084 -3.312
H -1.810 2.175 -4.356
H -2.262 0.648 -5.165
H -3.706 3.166 -6.101
H -2.246 1.088 -7.800
H -3.647 2.156 -8.237
H -3.797 0.692 -7.256
H -1.795 3.800 -7.376
H -1.494 3.964 -5.852
C -3.546 5.488 4.722
O -3.824 4.211 5.175
C -4.549 3.426 4.280
C -3.908 3.301 2.894
C -4.560 2.129 2.151
N -2.423 2.984 3.101
H -3.120 6.029 5.565
H -4.433 5.985 4.325
H -2.750 5.536 3.964
H -4.777 2.460 4.740
H -5.582 3.823 4.156
H -4.026 4.228 2.326
H -4.467 1.249 2.801
H -4.081 1.822 1.221
H -5.610 2.391 1.984
H -2.265 3.091 4.104
H -2.351 1.973 2.966
C -2.937 -3.917 -4.174
O -2.870 -5.072 -3.398
C -1.830 -5.006 -2.475
C -2.041 -6.127 -1.513
C -3.283 -5.830 -0.660
N -0.839 -6.329 -0.594
H -3.795 -3.857 -4.829
H -2.061 -3.912 -4.864
H -2.749 -3.022 -3.571
H -0.870 -5.111 -3.012
H -1.813 -4.040 -1.950
H -2.168 -7.083 -2.034
H -4.101 -5.821 -1.408
H -3.285 -4.846 -0.211
H -3.593 -6.705 -0.093
H -0.969 -7.247 -0.177
H -0.053 -6.428 -1.250
C 0.406 1.232 1.237
O -0.768 0.498 1.578
C -1.438 0.036 0.429
C -2.436 -1.013 0.792
C -1.748 -2.311 1.160
N -3.379 -1.150 -0.312
H 0.226 2.108 0.599
H 1.062 0.531 0.699
H 0.853 1.526 2.180
H -1.865 0.983 0.059
H -0.771 -0.370 -0.342
H -3.000 -0.737 1.698
H -1.278 -2.823 0.310
H -2.565 -3.024 1.385
H -1.097 -2.276 2.020
H -4.187 -1.746 -0.179
H -3.750 -0.209 -0.437
C 2.086 -2.365 1.141
O 2.989 -2.117 2.221
C 2.557 -2.619 3.489
C 1.081 -2.723 3.843
C 0.458 -1.399 4.240
N 0.880 -3.664 4.985
H 1.155 -1.828 1.334
H 1.957 -3.448 1.013
H 2.523 -1.951 0.234
H 2.978 -3.654 3.515
H 3.077 -2.179 4.349
H 0.603 -3.135 2.950
H 0.574 -1.086 5.274
H -0.598 -1.558 3.992
H 0.769 -0.519 3.667
H 1.399 -4.527 4.769
H -0.083 -4.014 4.786
C -2.667 -4.736 5.633
O -1.494 -5.284 5.067
C -1.515 -6.617 4.643
C -1.926 -6.657 3.194
C -2.023 -8.079 2.663
N -0.891 -5.948 2.415
H -2.842 -5.009 6.676
H -3.512 -4.866 4.950
H -2.475 -3.655 5.676
H -0.477 -6.957 4.709
H -2.068 -7.322 5.272
H -2.890 -6.130 3.113
H -2.748 -8.622 3.288
H -1.099 -8.637 2.794
H -2.387 -8.078 1.645
H -0.900 -4.966 2.695
H -1.085 -5.933 1.396
C 6.487 4.388 4.290
O 5.590 3.317 4.460
C 5.317 2.647 3.219
C 4.089 1.782 3.397
C 4.215 0.559 4.262
N 3.610 1.356 2.078
H 7.106 4.583 5.161
H 5.869 5.282 4.126
H 7.123 4.226 3.418
H 5.144 3.398 2.435
H 6.183 1.998 2.995
H 3.335 2.453 3.828
H 3.331 -0.063 4.206
H 4.489 0.846 5.280
H 5.082 -0.040 3.946
H 3.847 1.990 1.323
H 4.000 0.461 1.789
C -2.147 5.306 0.451
O -1.759 3.947 0.319
H -1.452 5.951 -0.080
H -3.196 5.387 0.156
H -2.124 5.648 1.495
H -1.786 3.659 1.260

Properties
SMILES ... CC1(C)CCCC(C)(C)N1O.COC[C@H](C)N.COC[C@H](C)N.COC[C@H](C)N.COC[C@H](C)N.COC[C@H](C)N.COC[C@H](C)N.COC[C@H](C)N.COC[C@H](C)N.CO
Spin multiplicity ... 1
Max |F| ... 2.68 eV Å⁻¹
HOMO energy ... -8.0 eV
Relative energy (zero: lowest compared OMol25 entry of this formula, charge and spin) ... 0.00 kcal per mole
Net charge ... 0
Calculated total energy ... -2911.74789 Eh

[2]
C42H112B2F8N7O14 | ωB97M-V/def2-TZVPD

Geometry (Å):
C -0.415 22.192 -0.123
O -0.717 22.921 1.064
C -0.801 24.327 0.913
C 0.517 25.041 0.656
N 1.526 24.691 1.696
H 1.708 23.688 1.595
H 2.485 25.055 1.545
C 1.182 25.113 3.102
C 2.419 24.980 3.933
O 3.488 25.529 3.153
C 4.780 25.078 3.551
H -0.310 21.145 0.144
H 0.485 22.574 -0.627
H -1.218 22.323 -0.858
H -1.332 24.683 1.794
H -1.438 24.540 0.044
H 0.344 26.115 0.709
H 0.894 24.791 -0.332
H 0.408 24.427 3.441
H 0.847 26.140 2.976
H 2.722 23.948 4.165
H 2.429 25.509 4.890
H 4.970 25.321 4.598
H 5.507 25.628 2.960
H 4.898 24.009 3.350
C -1.194 22.252 5.133
O -0.376 21.334 4.437
C -0.129 20.103 5.089
C 1.207 19.600 4.647
N 1.156 19.216 3.186
H 0.432 19.793 2.732
H 2.007 19.381 2.652
C 0.745 17.783 2.965
C 0.155 17.667 1.583
O -0.808 18.670 1.390
C -1.481 18.544 0.144
H -1.389 23.043 4.410
H -0.708 22.659 6.024
H -2.176 21.894 5.457
H -0.951 19.430 4.805
H -0.165 20.210 6.177
H 1.612 18.791 5.250
H 1.942 20.406 4.657
H -0.041 17.583 3.692
H 1.602 17.146 3.165
H -0.269 16.666 1.430
H 0.926 17.702 0.792
H -0.809 18.696 -0.709
H -2.274 19.286 0.107
H -1.947 17.563 0.021
C -3.379 20.631 2.896
O -3.918 20.486 1.602
C -5.081 19.699 1.577
C -5.466 19.395 0.152
N -5.275 20.565 -0.711
H -4.384 21.058 -0.592
H -5.320 20.434 -1.734
C -6.309 21.660 -0.439
C -6.041 22.800 -1.358
O -4.721 23.290 -1.238
C -4.589 24.593 -1.752
H -3.373 19.659 3.402
H -3.871 21.340 3.571
H -2.372 21.029 2.758
H -5.925 20.162 2.104
H -4.922 18.765 2.132
H -6.460 18.967 0.048
H -4.780 18.663 -0.286
H -6.286 21.880 0.626
H -7.246 21.155 -0.663
H -6.752 23.612 -1.150
H -6.319 22.537 -2.388
H -5.204 25.310 -1.196
H -4.860 24.670 -2.808
H -3.555 24.900 -1.597
C -1.085 16.440 -5.444
O 0.321 16.522 -5.309
C 1.041 15.956 -6.385
C 2.510 16.145 -6.125
N 2.888 17.609 -5.986
H 3.863 17.734 -6.261
H 2.313 18.091 -6.682
C 2.689 18.144 -4.599
C 2.621 19.660 -4.659
O 1.621 20.219 -5.464
C 0.306 20.119 -4.887
H -1.539 16.791 -4.515
H -1.390 15.392 -5.519
H -1.497 17.091 -6.223
H 0.802 16.490 -7.323
H 0.724 14.921 -6.536
H 3.101 15.769 -6.963
H 2.926 15.596 -5.281
H 3.480 17.742 -3.971
H 1.760 17.752 -4.196
H 3.589 20.052 -4.992
H 2.566 20.066 -3.638
H 0.220 20.646 -3.933
H 0.089 19.066 -4.696
H -0.387 20.509 -5.624
C -4.928 14.470 -5.770
O -6.110 15.167 -5.426
C -6.062 15.635 -4.096
C -7.189 16.612 -3.895
N -7.296 17.597 -5.041
H -7.771 17.239 -5.873
H -7.944 18.297 -4.658
C -6.088 18.313 -5.516
C -6.530 19.467 -6.364
O -7.377 18.961 -7.361
C -8.187 19.967 -7.953
H -4.023 15.076 -5.637
H -4.967 14.236 -6.833
H -4.908 13.535 -5.206
H -5.097 16.113 -3.875
H -6.206 14.798 -3.403
H -7.102 17.205 -2.991
H -8.154 16.123 -4.028
H -5.421 17.619 -6.027
H -5.518 18.646 -4.650
H -5.688 20.018 -6.809
H -7.042 20.222 -5.752
H -7.552 20.748 -8.390
H -8.871 20.430 -7.238
H -8.757 19.514 -8.759
C -3.645 17.662 -12.795
O -2.905 18.071 -11.646
C -2.083 17.067 -11.124
C -1.373 17.683 -9.922
N -2.381 18.563 -9.218
H -3.048 18.943 -9.913
H -2.978 18.014 -8.594
C -1.792 19.665 -8.375
C -2.979 20.482 -7.857
O -3.855 20.629 -8.944
C -4.749 21.725 -8.821
H -4.379 16.897 -12.527
H -2.972 17.219 -13.536
H -4.152 18.497 -13.266
H -1.297 16.879 -11.868
H -2.570 16.114 -10.898
H -0.556 18.327 -10.235
H -1.058 17.007 -9.130
H -1.291 20.316 -9.091
H -1.160 19.220 -7.615
H -2.625 21.474 -7.554
H -3.488 19.939 -7.050
H -5.216 21.673 -7.835
H -5.526 21.748 -9.581
H -4.216 22.675 -8.955
C -4.185 26.295 -10.257
O -3.197 26.416 -9.224
C -1.966 26.873 -9.683
C -0.992 26.847 -8.528
N -0.950 25.478 -7.948
H -1.877 25.112 -7.678
H -0.561 24.822 -8.624
C -0.117 25.382 -6.679
C -0.630 24.197 -5.848
O -2.015 24.148 -6.013
C -2.830 23.570 -4.993
H -3.774 25.636 -11.026
H -4.337 27.272 -10.723
H -5.110 25.968 -9.799
H -2.010 27.904 -10.060
H -1.587 26.287 -10.539
H -1.341 27.548 -7.769
H -0.004 27.205 -8.810
H -0.122 26.303 -6.107
H 0.876 25.228 -7.098
H -0.324 24.364 -4.811
H -0.196 23.248 -6.191
H -3.774 24.062 -4.794
H -2.246 23.596 -4.065
H -2.964 22.501 -5.179
B -8.618 20.132 -3.040
F -8.960 20.759 -1.847
F -7.201 19.997 -3.123
F -9.201 18.827 -3.105
F -9.167 20.796 -4.137
B -3.277 19.821 -3.223
F -3.339 18.545 -2.620
F -2.563 19.639 -4.432
F -4.571 20.302 -3.432
F -2.676 20.792 -2.372

Properties
Spin multiplicity ... 1
Max |F| ... 2.67 eV Å⁻¹
HOMO energy ... -18.1 eV
Relative energy (zero: lowest compared OMol25 entry of this formula, charge and spin) ... 34.29 kcal per mole
Net charge ... +5
Calculated total energy ... -3951.28278 Eh